{"formula": "C18H42N2O12S3", "method": "ωB97M-V/def2-TZVPD", "e_homo_ev": -8.68, "spin_multiplicity": 1, "gap_ev": 8.567, "e_above_lowest_kcal_mol": 221.3, "e_tot_ha": -2917.51716, "species": ["S", "S", "S", "O", "O", "O", "O", "O", "O", "O", "O", "O", "O", "O", "O", "N", "N", "C", "C", "C", "C", "C", "C", "C", "C", "C", "C", "C", "C", "C", "C", "C", "C", "C", "C", "H", "H", "H", "H", "H", "H", "H", "H", "H", "H", "H", "H", "H", "H", "H", "H", "H", "H", "H", "H", "H", "H", "H", "H", "H", "H", "H", "H", "H", "H", "H", "H", "H", "H", "H", "H", "H", "H", "H", "H", "H", "H"], "positions_angstrom": [[-0.949832, -5.260858, 1.899233], [-0.290701, 3.944057, 2.043999], [-1.547607, -0.318945, -0.122124], [-2.351411, -5.534910, 2.188432], [-1.389256, -1.706943, -0.149403], [-1.010346, 0.508712, -1.441353], [-0.866885, -3.851994, 0.964066], [0.969158, 4.353088, 2.631384], [-0.047268, -6.327704, 1.508458], [-1.331516, 3.406669, 2.920836], [-0.928849, 5.171732, 1.090033], [-0.103556, 2.943054, 0.766710], [-0.344508, 0.208183, 0.858009], [-2.860865, 0.193135, 0.177570], [-0.287333, -4.308603, 3.055982], [-2.075802, 1.731268, -4.639507], [3.591490, -1.895584, 3.641278], [-2.958821, 0.498757, -2.689015], [-2.174955, 1.718631, -3.119747], [-3.612452, 0.707894, -6.164541], [2.210387, -0.852298, 1.630883], [-1.397070, -2.683247, 1.700073], [0.697279, 0.845203, 0.081024], [3.484793, -1.592690, 2.151636], [4.911442, -2.570323, 3.807313], [-0.906929, 3.415727, -0.364707], [1.776793, -2.030341, 5.169021], [-0.810154, 4.926021, -0.229689], [0.409264, 0.783117, -1.448340], [-0.731708, 2.683801, -6.499147], [2.510595, -2.717329, 4.065313], [-1.301666, 2.914454, -5.108497], [5.249856, -2.743731, 5.250567], [-3.416195, 1.880942, -5.237190], [-0.614981, -2.969319, 2.972233], [2.058091, 0.064052, 2.201151], [5.700500, -1.927282, 3.417476], [2.360267, -1.773251, 6.053072], [0.165277, 5.239567, -0.601636], [-0.386023, 3.130338, -4.557957], [1.052034, -2.731999, 5.581938], [-1.963017, 3.165777, -0.263260], [4.532001, -3.392559, 5.752364], [-1.647713, 5.316803, -0.807497], [5.100307, -1.809748, 5.792241], [-0.962042, -1.789322, 1.253134], [-3.510498, 2.752677, -5.884709], [-0.355548, 2.938884, -1.175070], [4.766641, -3.546413, 3.344296], [-4.104422, 1.859097, -4.392215], [-1.521149, 2.492257, -7.225910], [4.357214, -1.180720, 1.644414], [1.155194, -1.192326, 4.853651], [0.713877, 1.642299, -2.045940], [1.877888, -2.872116, 3.191343], [-3.088390, 0.437917, -1.608456], [2.361170, -0.533087, 0.599640], [6.259628, -3.032002, 5.542718], [-1.268663, -2.777916, 3.823206], [1.227904, -1.322538, 1.672210], [2.642710, -3.719169, 4.473918], [-2.363139, -0.409985, -2.775349], [0.885341, -0.095000, -1.884650], [-2.966711, 0.591717, -7.034968], [0.557909, 1.870018, 0.425151], [-0.096160, 1.804207, -6.601554], [-3.444709, -0.245177, -5.662923], [-1.176668, 1.583493, -2.703495], [-2.468358, -2.525957, 1.825369], [3.321082, -2.523140, 1.607974], [-1.895245, 3.827391, -5.060434], [-3.919645, 0.478607, -3.203316], [0.365511, -2.495520, 3.019854], [-4.646480, 0.590880, -6.488869], [1.700467, 0.419167, 0.095373], [-2.671859, 2.624681, -2.772943], [-0.204962, 3.595774, -6.780141]], "atomic_forces_ev_per_a": [[-0.6, 3.0, 0.4], [-1.4, 0.4, 1.6], [0.6, 3.5, -0.4], [2.2, 0.1, -0.4], [-0.6, 0.2, -6.1], [1.0, -1.4, 2.4], [-1.6, -1.3, -1.8], [-1.8, -0.8, -1.5], [-1.4, 2.3, 0.5], [2.0, 1.2, -2.0], [0.0, -0.2, 3.9], [-2.3, 4.6, 2.3], [-1.0, -0.6, -1.3], [1.9, -0.2, 0.8], [0.3, -4.3, 0.7], [0.7, 2.1, 1.2], [2.6, 1.0, -2.5], [-0.6, -0.2, 0.2], [-0.1, -0.5, -2.3], [-1.1, -1.8, 0.0], [1.3, 0.5, 1.6], [2.9, -1.9, 3.1], [1.2, 0.7, -2.4], [-2.1, -1.2, -0.2], [-0.7, 0.4, 0.4], [0.6, 0.0, 0.4], [-1.8, -0.2, 1.0], [0.7, -1.3, -2.9], [-0.7, -2.4, 1.9], [-0.8, 0.2, -0.6], [-1.2, 0.1, 0.2], [0.9, -1.1, 0.0], [-0.7, 0.3, 1.8], [0.8, -1.4, -0.5], [-1.4, 1.0, 1.3], [0.1, 0.3, 0.0], [-0.2, -0.3, -0.8], [0.5, 0.3, -0.4], [-0.1, 0.5, -0.2], [-0.2, -0.4, 1.0], [-0.3, -0.2, 0.0], [0.2, -0.8, 0.1], [0.2, -0.4, 0.0], [0.2, 0.6, 0.2], [0.0, 0.4, -0.2], [0.4, -2.0, 2.7], [0.0, 0.5, 0.6], [-0.9, 0.6, -0.3], [0.9, -0.2, -0.5], [-0.6, 0.4, -0.6], [-0.1, 0.3, -0.1], [0.2, 0.4, 0.9], [0.4, 0.4, -0.1], [-0.5, 0.2, 0.2], [0.0, -0.2, 0.3], [-1.2, 1.0, -1.0], [1.0, -1.4, 0.8], [0.0, -0.4, -0.6], [0.4, 0.6, 0.4], [0.5, -0.7, 0.0], [1.3, -0.3, -0.5], [-0.4, -0.1, -1.3], [0.1, 0.0, -0.2], [0.1, 0.8, 0.0], [2.3, -2.4, -0.7], [0.2, 0.1, 0.5], [0.2, 0.1, 0.5], [-0.8, 1.3, -1.4], [0.0, -0.9, -0.3], [0.6, -0.9, 0.1], [-0.2, 0.2, -0.1], [0.1, -0.5, 0.2], [-0.9, 0.6, 0.0], [-0.2, 0.4, -0.3], [-1.3, 0.8, 0.6], [0.0, 0.4, 0.2], [0.2, -0.1, -0.3]], "mulliken_charge": [1.06, 1.05, 1.37, -0.55, -0.55, -0.59, -0.44, -0.54, -0.53, -0.55, -0.36, -0.31, -0.57, -0.80, -0.32, 0.21, 0.10, -1.12, 0.41, -1.32, 0.02, 2.00, 0.64, -1.33, -0.30, 0.14, -1.17, -0.33, -1.19, -1.38, -0.57, -0.40, -1.40, -0.47, 0.67, 0.39, 0.35, 0.35, 0.38, 0.29, 0.40, 0.21, 0.29, 0.34, 0.35, -1.58, 0.45, -0.13, 0.37, 0.35, 0.27, 0.48, 0.20, 0.45, 0.55, 0.33, 0.38, 0.41, 0.28, -0.23, 0.31, 0.29, 0.47, 0.31, 0.49, 0.31, 0.28, -0.11, 0.21, 0.39, 0.37, 0.52, -1.03, 0.43, -0.30, 0.10, 0.45]}